52
Properties=species:S:1:pos:R:3 method="wB97M-V/def2-TZVPD" total_charge=-1 relative_energy_kcal_mol=65.7 e_lumo_ha=0.03671
Zr 0.5417 -0.6733 1.9401
Se -1.5255 0.1218 3.4430
Se -3.2786 1.4055 4.0569
Te -0.7235 4.0057 3.1880
Se 0.2800 1.7436 2.8417
O 0.1030 -5.4494 -1.6528
C 0.2890 -4.5868 -0.8507
C -0.5063 -4.3533 0.4432
O -1.3632 -5.0635 0.8888
C -0.0206 -3.0579 0.9786
C 1.0281 -2.5736 0.1969
O 1.6558 -1.4192 0.4478
C 1.3139 -3.4502 -0.9455
O 2.1469 -3.3092 -1.7996
O -0.5313 -2.4093 1.9986
Cl 3.1653 0.5204 2.2151
C 3.0685 0.2370 4.0137
Cl 4.5791 -0.5754 4.5179
C 1.8586 -0.7148 4.2731
O 1.1494 -0.5086 5.2087
O 1.7404 -1.6407 3.3217
H 2.9779 1.1693 4.5348
C -0.7082 1.0412 -3.6123
O -0.3818 0.5713 -2.3062
C 0.7890 1.0487 -1.8106
C 1.9947 0.5451 -2.2816
C 3.1955 1.0600 -1.8388
C 3.1913 2.0921 -0.9029
C 1.9931 2.5684 -0.4172
C 0.7840 2.0397 -0.8561
N -0.3997 2.6579 -0.3463
C -1.6469 2.3913 -0.4465
C -2.2924 1.1727 -0.7218
C -3.5362 1.2190 -1.3944
C -4.1902 0.0698 -1.7313
C -3.6380 -1.1641 -1.3126
C -2.4873 -1.2221 -0.5695
C -1.7650 -0.0451 -0.2608
O -0.7719 0.0033 0.5502
H -1.6740 0.6093 -3.8611
H 0.0351 0.7214 -4.3444
H -0.7826 2.1325 -3.6277
H 1.9572 -0.2614 -3.0024
H 4.1292 0.6640 -2.2180
H 4.1201 2.5177 -0.5456
H 1.9738 3.3573 0.3242
H -0.2060 3.4998 0.2293
H -2.2830 3.2559 -0.2478
H -3.9374 2.1872 -1.6806
H -5.1182 0.1017 -2.2863
H -4.1521 -2.0881 -1.5518
H -2.1404 -2.1648 -0.1889

---

45
Properties=species:S:1:pos:R:3 method="wB97M-V/def2-TZVPD" total_charge=+4 relative_energy_kcal_mol=151.7 e_lumo_ha="-0.55470 / -0.56089"
Sc 0.0552 0.9087 -7.8004
In 0.0000 0.0000 0.0000
Cl -0.5896 3.0314 -6.9017
Cl 2.0753 -1.1676 -0.2421
C -0.6550 -1.2409 1.2008
C -0.4174 1.3985 -9.5172
C 0.5196 -0.7788 -8.3895
O -1.0624 -2.0221 1.9389
O -0.7244 1.7046 -10.5815
O 0.7986 -1.8339 -8.7494
O 0.2485 1.5228 1.3668
As 0.2685 1.3233 3.0367
C 0.2339 3.0778 3.8926
C 1.2549 3.4354 4.7852
C 1.2074 4.6610 5.4576
C 0.1394 5.5344 5.2388
C -0.8764 5.1865 4.3442
C -0.8302 3.9605 3.6712
C -1.3624 0.3859 3.6225
C -1.2685 -0.7696 4.4196
C -2.4221 -1.4334 4.8474
C -3.6793 -0.9492 4.4863
C -3.7846 0.1999 3.6972
C -2.6299 0.8663 3.2676
C 1.9030 0.3881 3.5912
C 2.9228 0.1126 2.6770
C 4.0750 -0.5678 3.0845
C 4.2174 -0.9701 4.4155
C 3.2125 -0.6792 5.3410
C 2.0627 0.0033 4.9317
H 2.0804 2.7659 4.9781
H 1.9922 4.9245 6.1534
H 0.0986 6.4780 5.7666
H -1.7054 5.8615 4.1795
H -1.6274 3.7000 2.9921
H -0.3094 -1.1706 4.7053
H -2.3399 -2.3256 5.4564
H -4.5725 -1.4653 4.8181
H -4.7597 0.5718 3.4171
H -2.7289 1.7469 2.6526
H 2.8292 0.4396 1.6571
H 4.8592 -0.7811 2.3699
H 5.1080 -1.4987 4.7313
H 3.3239 -0.9830 6.3745
H 1.2927 0.2245 5.6593

---

53
Properties=species:S:1:pos:R:3 method="wB97M-V/def2-TZVPD" total_charge=0 spin_multiplicity=4 e_lumo_ha="-0.04783 / -0.07451"
Re 1.4535 2.9123 -1.8653
C -4.3215 -1.1026 5.6582
C -3.1656 -1.3945 4.7624
C -2.2168 -2.3551 5.0995
C -1.1283 -2.6383 4.2469
C -1.0478 -1.8980 3.0724
C -2.0387 -0.9732 2.6340
C -3.1191 -0.8074 3.4790
S 0.4733 -1.8400 2.2690
O 0.9116 -3.2756 2.1524
O -0.0054 -1.3966 0.4844
N 2.1498 2.3057 -0.3488
C 3.2082 3.1327 -0.6018
C 4.4737 3.1246 -0.0034
C 5.4529 3.9169 -0.5118
C 5.2323 4.6559 -1.7862
C 3.9597 4.6738 -2.2841
N 2.9914 3.9956 -1.5987
H -4.5296 -0.0193 5.8282
H -4.2022 -1.6310 6.5813
H -5.2671 -1.5041 5.1850
H -2.3700 -2.8910 6.0403
H -0.3227 -3.3214 4.5932
H -2.0114 -0.4293 1.6925
H -3.9032 -0.2197 3.1118
H 4.6545 2.2640 0.6888
H 6.4782 3.8629 -0.0310
H 6.0238 5.0324 -2.3609
H 3.6254 5.0959 -3.2501
N -3.8895 -5.0599 -3.5133
C -3.2188 -4.5232 -2.7391
C -2.4856 -3.8072 -1.7576
C -1.5901 -4.3942 -0.8374
C -0.7617 -3.5805 -0.1006
C -0.9026 -2.1707 -0.1816
C -1.8008 -1.6257 -1.0939
C -2.6450 -2.4139 -1.8408
H -1.4783 -5.4957 -0.7581
H -0.0785 -4.0359 0.6549
H -1.7106 -0.4991 -1.1974
H -3.3103 -2.0410 -2.6457
F 4.1578 1.9323 -2.9786
C 2.7793 1.9202 -3.1285
F 2.5744 2.4371 -4.3778
C 2.4601 0.4551 -3.4325
F 2.9068 0.0848 -4.6334
F 1.0905 0.1627 -3.3605
F 3.0873 -0.2755 -2.4364
F -0.7641 2.6212 -1.3225
B -1.4434 3.1413 -2.5538
F -2.6239 2.4994 -2.8412
F -1.4981 4.4653 -2.3161
F -0.2938 2.9276 -3.5452

---

47
Properties=species:S:1:pos:R:3 method="wB97M-V/def2-TZVPD" total_charge=-1 e_lumo_ha=0.02922
C -5.5966 3.0142 3.7295
O -5.1916 2.0051 2.8376
C -3.8680 1.6291 2.9545
C -2.9541 2.1747 3.8753
C -1.6502 1.7775 3.8879
C -1.1765 0.7935 2.9957
C 0.2106 0.4013 2.9521
C 1.2793 1.2770 3.0152
C 2.6355 0.7990 3.0521
C 3.6693 1.6594 3.0509
Br 5.4505 1.1111 3.1092
C 3.4787 3.0928 2.9983
O 4.4176 3.8760 3.0098
C 2.1115 3.5532 2.9231
Br 1.8785 5.3983 2.7756
C 1.0761 2.6995 2.9369
C -2.1052 0.2045 2.1182
C -3.4034 0.6250 2.0863
H -6.6495 3.2308 3.5462
H -5.4794 2.6686 4.7577
H -5.0121 3.9189 3.5556
H -3.2801 2.9213 4.5768
H -0.9712 2.2056 4.6062
H 0.4242 -0.6418 2.7874
H 2.8216 -0.2623 3.0857
H 0.0777 3.0868 2.8216
H -1.7639 -0.5521 1.4341
H -4.0990 0.2032 1.3838
O 1.1780 -4.4333 -8.4566
N 1.0921 -4.9306 -7.3296
O 0.8859 -6.1318 -7.1399
C 1.2420 -4.0556 -6.1713
C 1.1640 -4.5781 -4.8929
C 1.3332 -3.7476 -3.8055
C 1.5791 -2.4081 -3.9942
S 1.8460 -1.3318 -2.5819
C 0.2375 -0.6136 -2.2865
Cl -0.0834 -0.0054 -0.7301
O 2.0681 -2.2445 -1.4038
O 2.7528 -0.2499 -3.1019
C 1.6603 -1.8875 -5.2642
C 1.4912 -2.7093 -6.3570
H 0.9802 -5.6330 -4.7579
H 1.3098 -4.1465 -2.8045
H -0.5264 -0.6066 -3.0305
H 1.8972 -0.8446 -5.3964
H 1.5620 -2.3124 -7.3587